The following is a DFT calculation (the ωB97M-V functional and the def2-TZVPD basis) of the ion C10H11BrFN2S with charge +1 in a non-equilibrium geometry.

The geometry in XYZ format:
```
26
Properties=species:S:1:pos:R:3:forces:R:3:lowdin_charge:R:1
Br -4.457 -1.174 0.191 0.33 0.22 -0.11 0.78
S 1.982 0.859 -1.501 -0.64 -1.08 0.73 1.01
F -2.023 3.418 0.775 -0.33 -1.09 -0.63 0.08
N 0.252 -1.239 -2.355 0.15 -2.29 5.00 0.15
N 1.509 -1.641 2.200 -0.82 -0.28 2.19 0.16
C -1.809 -0.509 -0.557 1.27 0.36 0.31 -0.12
C 2.739 -0.042 0.993 5.37 1.69 1.36 -0.17
C -0.656 0.309 -0.599 -0.67 0.43 -1.05 -0.33
C 0.589 -0.248 -1.102 1.24 0.00 -1.45 -0.46
C -2.943 -0.025 -0.001 -1.35 -0.54 0.39 -0.68
C 3.008 0.727 -0.085 -3.83 -1.59 -1.39 -0.33
C 1.576 -0.554 1.431 -0.93 -2.03 0.05 -0.15
C -1.987 2.148 0.308 2.12 -1.54 0.09 -0.20
C -3.036 1.245 0.492 -1.97 3.65 0.68 -0.07
C -0.744 1.655 -0.236 -4.25 -1.39 1.30 0.04
H 1.017 -1.334 -2.987 0.60 -0.14 -0.65 0.12
H -4.016 1.716 0.886 1.69 -1.22 -0.51 0.16
H -0.626 -1.051 -2.765 -1.16 0.79 -1.10 0.11
H 0.056 -2.212 -1.818 1.01 2.58 -1.89 0.21
H 0.748 -1.812 2.879 -0.10 0.51 -1.28 0.14
H 2.306 -2.114 2.639 0.30 0.73 -1.03 0.14
H 3.671 -0.058 1.692 -1.73 -0.48 -1.05 0.17
H 3.866 1.257 -0.205 2.45 1.43 -0.14 0.04
H 0.745 -0.064 0.997 -1.33 -0.12 0.80 0.07
H -1.786 -1.534 -0.828 0.07 -0.80 -0.26 0.09
H 0.019 2.276 -0.444 2.50 2.19 -0.37 0.06
```
Forces are in eV/Å.

Values from the calculation:
Total charge ... +1
Orbital gap (spin up / spin down) ... 6.7 / 6.7 eV
Spin multiplicity ... 1
ΔE to the lowest compared entry with this formula, charge and spin ... 43.9 kcal per mole
Energy ... -97113.6322 eV
HOMO (spin up / spin down) ... -0.408 / -0.408 hartree
Largest force on an atom ... 5.790 eV Å⁻¹